C6H16 | wB97M-V/def2-TZVPD

Spin multiplicity   2
Kohn-Sham gap (alpha / beta)   11.07 / 3.68 eV
E_LUMO (alpha / beta)   -3.479 / -10.803 eV
HOMO energy (alpha / beta)   -14.55 / -14.48 eV
Total charge   +1

Bonds (Å) are listed after each position.
Atoms and positions in Å:
1 C 0.452 0.210 1.278  C2 1.533, C3 1.534, C4 1.547, H5 1.097
2 C 1.194 0.723 2.517  C1 1.533, H6 1.093, H12 1.088, H13 1.092
3 C 1.462 -0.483 0.354  C1 1.534, H7 1.094, H8 1.091, H9 1.092
4 C -0.645 -0.797 1.698  C1 1.547, H10 1.090, H11 1.087, H14 1.095
5 H -0.037 1.077 0.817  C1 1.097
6 H 1.546 -0.141 3.087  C2 1.093
7 H 2.215 0.203 -0.045  C3 1.094
8 H 1.965 -1.261 0.930  C3 1.091
9 H 0.941 -0.962 -0.477  C3 1.092
10 H -0.323 -1.837 1.637  C4 1.090
11 H -0.972 -0.583 2.712  C4 1.087
12 H 0.584 1.325 3.187  C2 1.088
13 H 2.081 1.300 2.245  C2 1.092
14 H -1.541 -0.698 1.077  C4 1.095
15 C -1.409 -0.090 -2.058  C16 1.429, H17 1.096, H18 1.150, H19 1.109
16 C -0.982 0.603 -3.232  C15 1.429, H20 1.154, H21 1.139, H22 1.090
17 H -2.478 -0.255 -1.882  C15 1.096
18 H -1.074 -1.187 -2.131  C15 1.150
19 H -0.873 0.169 -1.121  C15 1.109
20 H -0.478 1.628 -3.067  C16 1.154
21 H 0.089 0.323 -3.501  C16 1.139
22 H -1.717 0.732 -4.026  C16 1.090

---

C4H8ClOP | wB97M-V/def2-TZVPD

Spin multiplicity   1
Kohn-Sham gap   10.88 eV
E_LUMO   0.905 eV
HOMO energy   -9.97 eV

Bonds (Å) are listed after each position.
Atoms and positions in Å:
1 C 0.775 2.128 -0.898  C2 1.321, H8 1.078, H9 1.076
2 C -0.062 1.125 -0.698  C1 1.321, C3 1.499, H10 1.083
3 C -0.499 0.657 0.657  C2 1.499, C4 1.524, H11 1.092, H12 1.095
4 C -0.894 -0.815 0.654  C3 1.524, P5 1.832, H13 1.094, H14 1.090
5 P 0.520 -1.809 0.047  C4 1.832, O6 1.459, Cl7 1.984, H15 1.395
6 O 1.823 -1.453 0.598  P5 1.459
7 Cl 0.039 -3.693 0.441  P5 1.984
8 H 1.231 2.653 -0.076  C1 1.078
9 H 1.045 2.458 -1.886  C1 1.076
10 H -0.522 0.620 -1.539  C2 1.083
11 H 0.312 0.817 1.371  C3 1.092
12 H -1.356 1.257 0.980  C3 1.095
13 H -1.118 -1.158 1.668  C4 1.094
14 H -1.765 -0.995 0.025  C4 1.090
15 H 0.471 -1.794 -1.347  P5 1.395